Here is a molecular structure, C61H69CaIN9O3Se at a distorted geometry from OMol25. Energies are from the ωB97M-V functional and the def2-TZVPD basis.

The geometry in XYZ format:
```
145
Properties=species:S:1:pos:R:3:forces:R:3:mulliken_charge:R:1
Ca 0.2180 -0.0348 -1.5737 0.5 1.5 0.2 1.092
N -4.1820 0.9019 -4.7525 0.0 0.4 -0.2 -0.047
C -3.8683 1.9960 -3.9221 -0.9 -0.4 -0.1 0.263
C -4.8692 2.6967 -3.2912 0.4 0.2 0.2 -0.528
C -4.5955 3.7924 -2.4816 -0.3 0.0 0.0 -1.199
C -3.2536 4.1519 -2.3527 0.0 -0.3 -0.2 -0.024
C -2.2792 3.4635 -3.0127 0.2 0.9 0.6 -0.936
N -2.5302 2.3690 -3.8214 0.3 -0.4 -0.4 0.769
C -3.7937 -0.3859 -4.5326 -0.1 -0.5 0.1 0.332
C -4.2259 -1.4039 -5.4049 0.1 0.0 0.0 -1.096
C -3.8905 -2.7046 -5.1051 0.0 0.1 0.1 -0.479
C -3.1251 -2.9661 -3.9708 0.2 -0.1 0.0 -1.350
C -2.6966 -1.8900 -3.2127 -0.1 -0.3 0.0 -0.896
N -3.0188 -0.6335 -3.4760 -0.2 0.6 -0.2 0.726
H -4.8205 1.0572 -5.5188 0.2 0.1 0.1 0.234
H -5.8879 2.3591 -3.4369 0.1 -0.1 0.0 0.420
H -5.3812 4.3311 -1.9780 -0.1 0.0 0.0 0.334
H -2.9627 4.9782 -1.7215 0.1 0.1 0.0 0.480
H -1.2423 3.7483 -2.9484 0.1 -0.1 -0.1 0.531
H -4.8125 -1.1611 -6.2814 0.0 0.0 0.0 0.410
H -4.2254 -3.5154 -5.7390 0.0 0.0 0.0 0.417
H -2.8605 -3.9742 -3.6883 0.1 0.0 0.0 0.532
H -2.0716 -2.0209 -2.3375 0.0 -0.2 0.1 0.971
C 2.2250 4.4252 -1.6104 0.2 -0.1 -0.3 -1.207
C 3.3209 4.1569 -2.4236 -0.3 0.1 0.3 -0.943
C 3.3198 3.0057 -3.1807 -0.3 -0.4 -0.1 -1.114
C 2.2244 2.1293 -3.1076 0.3 1.2 0.5 0.947
N 1.1734 2.4055 -2.3234 0.2 -0.7 -0.3 0.620
C 1.1792 3.5129 -1.6115 -0.1 0.7 0.3 -0.589
C 2.1223 0.9254 -3.9257 0.3 -0.9 -1.0 0.425
C 3.1120 0.5412 -4.8421 -0.3 0.3 0.4 -0.382
C 2.8693 -0.5159 -5.6925 -0.4 -0.3 0.0 -1.106
C 1.6556 -1.1867 -5.6000 0.3 0.2 0.1 -0.891
C 0.7717 -0.7942 -4.6072 -0.1 -0.5 -0.6 -0.546
N 0.9925 0.2183 -3.7965 0.6 0.4 -0.3 1.068
H 2.1776 5.3255 -1.0172 -0.1 0.0 0.1 0.532
H 4.1579 4.8419 -2.4697 0.0 0.0 0.0 0.421
H 4.1547 2.8010 -3.8321 0.0 -0.1 -0.1 0.405
H 0.2863 3.7013 -1.0271 0.0 0.0 0.2 0.656
H 4.0540 1.0647 -4.9019 0.0 0.1 0.0 0.476
H 3.6109 -0.8129 -6.4222 0.0 0.0 0.0 0.386
H 1.4099 -1.9968 -6.2673 -0.1 -0.1 0.0 0.543
H -0.1717 -1.3087 -4.4661 -0.1 -0.1 0.0 0.121
I -0.8041 2.7748 -7.5285 0.1 0.0 -0.2 -0.828
C -1.5591 1.7492 -4.4461 0.0 -0.1 0.2 -1.705
H -1.7674 0.9503 -5.1256 -0.1 0.0 -0.1 0.749
H -0.5633 2.1368 -4.3787 0.0 0.2 0.1 0.713
C -4.5010 -0.4099 0.3325 -0.1 0.1 0.0 -1.258
C -4.0600 0.6909 -0.3792 -0.2 0.3 -0.1 -0.711
C -2.7146 0.8337 -0.6838 0.0 -0.1 0.2 1.046
C -1.7397 -0.0958 -0.3035 -0.3 0.0 0.5 0.376
C -2.2285 -1.1878 0.4253 0.0 0.0 0.0 0.274
C -3.5722 -1.3503 0.7370 0.0 -0.4 0.2 -0.742
H -5.5518 -0.5312 0.5692 0.0 0.0 0.0 0.374
H -4.7655 1.4384 -0.7164 -0.1 0.1 0.0 0.319
H -2.4153 1.7217 -1.2248 -0.1 0.1 -0.1 -0.489
H -1.5405 -1.9497 0.7851 0.1 -0.1 0.0 -0.519
H -3.9026 -2.2229 1.2889 0.0 -0.1 0.1 0.322
C 1.3176 -4.5384 4.6616 0.0 0.0 -0.1 -1.932
C 0.2508 -4.5944 3.6018 -0.1 0.0 0.1 1.752
C -1.0795 -4.7406 3.9763 0.0 0.0 0.0 -0.987
C -2.0868 -4.7796 3.0285 -0.1 0.0 0.1 -0.900
C -1.7712 -4.6794 1.6899 0.1 0.0 0.0 -0.719
C -0.4479 -4.5177 1.2909 -0.2 -0.2 0.5 -0.639
N -0.1971 -4.3184 -0.0722 -0.2 0.8 -0.2 0.279
C 0.7440 -4.9660 -0.8296 0.0 -0.3 -0.4 0.434
C 0.9348 -6.3482 -0.7180 0.0 0.1 0.1 -0.683
C 1.7319 -7.0162 -1.6262 0.0 0.0 0.1 -0.659
C 2.4002 -6.3199 -2.6229 0.1 -0.1 -0.1 -0.769
C 2.2951 -4.9412 -2.6770 0.0 -0.1 0.0 -0.480
C 1.4686 -4.2528 -1.8053 -0.1 0.1 0.1 -0.025
C 1.4083 -2.7447 -1.8663 1.0 -0.9 0.0 0.266
O 2.4254 -2.1227 -2.1938 0.2 0.3 -0.2 -0.563
O 0.3242 -2.1963 -1.5212 -0.8 -0.3 0.1 1.018
C 0.5749 -4.4666 2.2497 -0.1 0.0 -0.2 1.512
C 1.9843 -4.2174 1.7953 -0.1 0.0 0.0 -1.402
H 0.8878 -4.7260 5.6443 0.0 0.0 0.0 0.423
H 1.7909 -3.5542 4.6759 0.1 0.0 0.1 0.324
H 2.0919 -5.2820 4.4691 0.1 0.0 0.1 0.369
H -1.3313 -4.8090 5.0256 0.0 0.0 0.1 0.336
H -3.1177 -4.8853 3.3346 -0.1 0.0 0.0 0.448
H -2.5362 -4.7091 0.9303 -0.1 0.0 -0.1 0.524
H -0.3777 -3.3737 -0.4354 -0.1 -0.3 0.2 -0.170
H 0.4176 -6.8832 0.0696 -0.1 0.0 -0.1 0.465
H 1.8137 -8.0945 -1.5734 0.0 0.0 0.1 0.393
H 3.0015 -6.8526 -3.3461 0.1 0.0 0.0 0.415
H 2.8540 -4.3760 -3.4076 0.0 0.1 -0.1 0.515
H 2.4585 -5.1381 1.4507 0.1 0.0 0.0 0.454
H 2.5850 -3.8000 2.5999 0.1 0.0 0.0 0.496
H 1.9751 -3.5221 0.9559 0.1 0.0 0.0 -0.325
C 1.1971 6.2926 2.4174 0.0 -0.1 0.2 -0.942
C 1.6140 5.3418 3.5345 0.2 0.0 -0.1 -0.264
C 2.5272 4.2095 3.0606 -0.3 -0.1 0.1 -0.888
C 1.8461 3.2014 2.1326 0.6 0.3 -0.1 0.226
N 0.8114 2.4361 2.7783 -0.4 -0.3 0.1 1.921
C -0.5047 2.4147 2.4169 -0.2 0.2 0.0 -1.617
Se -1.3047 3.5839 1.3120 -0.4 0.5 -0.6 -0.157
N -1.1293 1.4366 3.1241 0.6 0.3 -0.3 2.000
C -2.4970 1.0279 2.9550 -0.8 -0.3 0.1 -0.660
C -3.4162 1.3944 4.1185 0.1 0.2 -0.2 -0.862
C -3.7212 2.8884 4.2311 0.1 0.0 0.2 -0.580
C -2.6133 3.6862 4.9099 -0.1 0.0 -0.1 -0.660
C -0.2155 0.8263 3.9424 0.6 -0.1 0.4 0.677
C -0.3399 -0.2151 4.8501 0.1 0.1 -0.2 -1.012
C 0.7950 -0.5838 5.5573 -0.1 -0.1 0.1 -0.939
C 2.0072 0.0658 5.3729 0.2 0.1 0.0 -1.348
C 2.1460 1.0955 4.4510 -0.2 0.1 0.1 -0.971
C 1.0184 1.4721 3.7365 0.0 -0.5 0.5 0.800
H 0.6959 7.1611 2.8388 0.0 0.1 0.0 0.395
H 0.4995 5.8080 1.7384 0.0 0.0 -0.1 0.042
H 2.0670 6.6337 1.8568 0.1 0.1 -0.1 0.300
H 0.7234 4.9146 4.0022 0.0 0.0 0.1 0.049
H 2.1517 5.8991 4.3078 -0.1 0.0 0.0 0.464
H 2.9146 3.6853 3.9368 0.1 0.0 0.0 0.242
H 3.3795 4.6260 2.5184 0.1 0.0 0.0 0.589
H 2.5860 2.4965 1.7343 -0.1 0.1 0.0 -0.547
H 1.3902 3.7218 1.2895 0.0 -0.2 0.0 -0.257
H -2.5076 -0.0549 2.8054 0.1 0.1 -0.1 0.233
H -2.8666 1.4858 2.0368 0.1 -0.1 0.0 -0.125
H -2.9917 1.0375 5.0590 0.0 -0.1 0.1 0.356
H -4.3499 0.8570 3.9465 0.0 -0.1 0.0 0.448
H -4.6434 3.0158 4.8039 0.0 0.0 0.0 0.427
H -3.8960 3.2929 3.2332 -0.1 0.0 0.0 0.219
H -2.3734 3.2681 5.8878 0.0 0.0 0.1 0.332
H -2.9235 4.7215 5.0409 0.0 0.1 0.1 0.402
H -1.7114 3.6896 4.3050 0.1 0.1 0.0 -0.192
H -1.2768 -0.7254 4.9987 -0.1 -0.1 0.0 0.546
H 0.7300 -1.3839 6.2799 0.0 -0.1 0.0 0.505
H 2.8685 -0.2251 5.9596 0.0 -0.1 0.0 0.380
H 3.1006 1.5829 4.3209 0.0 0.1 -0.1 0.455
C 5.3273 -0.9188 0.6600 0.0 -0.2 0.2 -1.179
N 4.3208 -0.2150 -0.0961 -0.3 0.1 -0.1 0.310
C 4.6031 0.0740 -1.4906 -0.2 0.2 -0.3 -0.904
C 3.0560 -0.0416 0.3359 0.8 -0.5 0.8 0.350
C 2.6950 -0.6612 1.6642 -0.2 0.0 -0.3 -1.467
O 2.2457 0.6141 -0.3048 -0.7 0.2 -0.7 0.037
H 6.3143 -0.5720 0.3544 -0.1 0.0 0.0 0.443
H 5.2699 -1.9989 0.4923 0.1 0.0 0.0 0.305
H 5.2177 -0.7173 1.7239 0.0 -0.1 0.0 0.343
H 5.5192 -0.4349 -1.7784 0.0 0.0 0.0 0.499
H 4.7041 1.1493 -1.6580 0.1 0.0 0.0 0.198
H 3.7801 -0.3073 -2.0991 0.2 0.0 0.0 0.164
H 3.0489 -1.6843 1.7250 0.1 -0.1 0.0 0.796
H 1.6101 -0.6511 1.7616 0.0 0.1 0.0 -0.072
H 3.1254 -0.0937 2.4862 0.0 0.0 0.0 0.314
```
Forces are in eV/Å.

Energy in hartree: -6461.35809
Net charge: -1
HOMO level in eV: -3.044
F_max in eV/Å: 1.625


Here is 12 unconnected molecules or ions with the total composition C61H69ClN11O2S at a distorted geometry from OMol25. Energies are from the ωB97M-V functional and the def2-TZVPD basis.

The geometry in XYZ format:
```
145
Properties=species:S:1:pos:R:3:forces:R:3:mulliken_charge:R:1
C -1.5454 -0.1455 3.4632 0.0 -0.5 -0.2 -1.731
C -1.9615 0.8002 2.3008 0.7 0.6 0.8 1.153
C -0.6937 1.6249 1.8590 -0.9 -0.1 -0.5 -0.321
C -2.6818 0.1106 1.1153 -0.3 0.1 0.5 -0.004
C -4.1904 -0.2227 1.4101 0.6 -0.2 -0.6 -1.665
C -2.0196 -1.2104 0.6441 -2.3 0.4 0.2 -0.610
O -1.0428 -0.8935 -0.4076 1.9 -2.6 0.2 0.026
S 0.0387 -2.0602 -0.7344 -0.4 0.7 0.0 0.705
O -0.4137 -3.4978 -0.1183 0.7 2.7 0.1 -0.064
Cl 1.7149 -1.4755 0.3222 -1.3 -0.6 -0.3 -0.103
H -2.2873 -0.9526 3.6408 0.2 0.5 0.1 0.352
H -0.5811 -0.6599 3.2333 -0.5 0.3 0.0 0.242
H -1.3661 0.3962 4.4117 -0.2 -0.1 -0.6 0.397
H -2.6753 1.5445 2.7116 0.3 -0.5 -0.2 0.295
H -0.6720 1.5846 0.7492 0.6 0.2 0.6 0.087
H 0.2326 1.2522 2.3284 -0.3 0.1 -0.4 0.180
H -0.8027 2.6881 2.1362 0.1 -0.5 -0.1 -0.359
H -2.7070 0.8439 0.2801 0.3 -0.6 0.3 0.266
H -4.7042 0.6016 1.9290 0.3 -0.4 -0.2 0.419
H -4.2908 -1.1639 1.9857 -0.1 0.5 -0.1 0.332
H -4.6660 -0.3650 0.4177 0.0 0.0 0.7 0.475
H -2.8248 -1.8072 0.1610 0.7 0.2 0.0 0.366
H -1.6329 -1.8336 1.4706 0.3 0.6 -0.3 0.269
H -0.3071 -3.4760 0.8550 -0.2 -0.4 0.1 0.284
N -0.9929 0.7475 -4.9903 0.8 -0.2 0.1 -0.179
C -0.6140 0.0176 -3.9384 -0.2 0.0 -0.2 -0.955
C 0.6586 -0.5029 -3.7800 -0.1 0.1 -0.1 0.074
C 1.5972 -0.2582 -4.7677 0.3 0.0 0.0 -0.327
C 1.2287 0.4932 -5.8693 0.0 0.0 0.0 -0.717
C -0.0712 0.9719 -5.9333 -0.3 0.0 0.2 -0.751
H -1.3851 -0.1503 -3.1914 0.0 0.0 0.0 0.930
H 0.9098 -1.0851 -2.9057 0.1 0.0 -0.1 0.075
H 2.6029 -0.6498 -4.6803 0.0 0.0 0.0 0.415
H 1.9348 0.7029 -6.6614 0.0 0.0 0.0 0.540
H -0.4064 1.5677 -6.7756 0.0 0.0 0.0 0.446
N -6.3291 0.7024 -7.4221 0.3 0.0 0.2 -0.572
C -5.8922 1.9109 -7.0528 -0.2 -0.2 -0.1 -0.309
C -4.6818 2.1318 -6.4135 0.0 -0.2 0.0 -0.550
C -3.8762 1.0372 -6.1363 0.1 0.2 0.1 0.627
C -4.3090 -0.2248 -6.5079 0.0 0.0 0.0 -0.371
C -5.5344 -0.3373 -7.1455 -0.3 0.2 -0.1 -0.317
H -6.5576 2.7344 -7.2883 0.0 0.0 0.0 0.360
H -4.3784 3.1346 -6.1401 0.0 0.0 0.0 0.407
H -2.9175 1.1518 -5.6352 -0.3 0.0 -0.1 0.267
H -3.7040 -1.1004 -6.3047 0.0 0.0 -0.1 0.521
H -5.9140 -1.3045 -7.4588 0.0 0.0 0.0 0.383
N 3.6819 -3.1075 -4.0724 0.3 -0.1 0.1 -0.219
C 4.0641 -3.8377 -3.0188 -0.2 0.2 -0.2 -0.186
C 5.3373 -4.3585 -2.8605 0.0 0.0 0.0 -0.610
C 6.2734 -4.1143 -3.8529 0.1 0.0 0.0 -0.147
C 5.9018 -3.3627 -4.9562 0.0 0.0 0.1 -0.657
C 4.6032 -2.8840 -5.0170 -0.4 0.1 0.1 -0.209
H 3.2971 -4.0065 -2.2695 0.0 -0.1 0.1 0.375
H 5.5897 -4.9407 -1.9844 0.0 0.0 0.0 0.370
H 7.2796 -4.5053 -3.7678 0.0 0.0 0.0 0.396
H 6.6038 -3.1524 -5.7517 0.0 0.0 0.0 0.396
H 4.2676 -2.2886 -5.8596 0.1 0.0 0.0 0.517
N -2.0106 3.6681 4.4883 -0.2 0.3 0.0 -0.058
C -3.2290 3.8463 5.0119 0.3 -0.2 -0.1 -0.125
C -3.8400 5.0826 5.1434 0.0 0.0 0.0 -0.692
C -3.1498 6.2042 4.7116 0.0 0.1 0.0 -0.088
C -1.8852 6.0457 4.1668 -0.2 0.0 0.1 -1.193
C -1.3645 4.7644 4.0764 0.0 -0.2 -0.1 0.226
H -3.7291 2.9406 5.3390 -0.1 0.0 0.0 0.371
H -4.8292 5.1654 5.5730 0.0 0.0 0.0 0.399
H -3.5920 7.1891 4.7984 0.0 0.0 0.0 0.406
H -1.3154 6.8972 3.8195 0.0 0.0 0.0 0.408
H -0.3819 4.5881 3.6569 0.0 0.0 0.1 0.367
N -0.4204 -9.0476 1.0171 -0.1 0.5 -0.1 -0.566
C 0.2107 -7.9786 1.5110 -0.1 -0.4 0.0 -0.401
C 0.0008 -6.6848 1.0622 0.0 0.1 -0.1 -0.104
C -0.9135 -6.4875 0.0418 -0.1 -0.1 0.0 -0.145
C -1.5813 -7.5792 -0.4887 0.0 0.0 0.0 -0.485
C -1.3001 -8.8317 0.0332 0.2 -0.2 0.2 -0.301
H 0.9177 -8.1853 2.3060 0.0 0.1 0.0 0.316
H 0.5379 -5.8538 1.5019 0.1 -0.1 0.1 0.327
H -1.1050 -5.4954 -0.3345 -0.1 -0.1 -0.1 0.631
H -2.3025 -7.4626 -1.2866 0.0 0.0 0.0 0.352
H -1.7976 -9.7175 -0.3448 0.0 0.0 0.0 0.380
N 0.6840 -5.1235 4.0515 -0.2 0.1 0.3 -0.345
C 0.7371 -6.2048 4.8367 0.1 0.1 -0.3 -0.123
C 0.2266 -6.2495 6.1234 0.0 0.1 0.0 -0.574
C -0.3716 -5.1082 6.6327 0.0 0.0 0.1 -0.307
C -0.4372 -3.9735 5.8396 0.0 0.0 0.0 -0.465
C 0.1003 -4.0344 4.5656 0.1 -0.3 -0.2 -0.059
H 1.2165 -7.0720 4.3983 0.0 0.0 0.1 0.351
H 0.2961 -7.1541 6.7115 0.0 0.0 0.0 0.380
H -0.7814 -5.1027 7.6348 0.0 0.0 0.0 0.384
H -0.8954 -3.0630 6.2021 0.0 0.0 0.0 0.388
H 0.0692 -3.1703 3.9080 0.0 0.1 0.1 0.378
N -0.6680 3.6726 -1.3443 -0.3 0.1 -0.2 -0.370
C -1.2432 4.8486 -1.0721 0.2 -0.2 0.1 -0.433
C -2.1995 5.4443 -1.8788 0.0 0.0 -0.1 -0.399
C -2.5826 4.7877 -3.0381 0.0 0.0 0.0 -0.489
C -1.9995 3.5677 -3.3430 -0.1 0.1 0.0 0.150
C -1.0552 3.0574 -2.4678 0.2 0.0 0.3 -0.297
H -0.9104 5.3258 -0.1568 -0.1 0.1 0.0 0.402
H -2.6329 6.3972 -1.6067 0.0 0.0 0.0 0.395
H -3.3263 5.2211 -3.6954 0.0 0.0 0.0 0.407
H -2.2710 3.0241 -4.2387 0.1 0.0 0.1 0.197
H -0.5738 2.1044 -2.6633 0.0 0.1 0.0 0.482
N -2.6791 -3.1389 -5.7179 0.0 -0.4 0.4 -0.379
C -3.8356 -3.6960 -5.3426 0.2 0.3 -0.2 -0.021
C -3.9256 -4.8372 -4.5615 0.1 -0.1 0.0 -0.788
C -2.7500 -5.4416 -4.1455 0.0 0.0 0.1 0.041
C -1.5378 -4.8837 -4.5226 -0.1 0.0 0.1 -0.609
C -1.5580 -3.7385 -5.3030 -0.1 0.3 -0.2 -0.483
H -4.7283 -3.1899 -5.6941 -0.1 0.0 0.0 0.297
H -4.8904 -5.2422 -4.2874 0.0 0.0 0.0 0.394
H -2.7777 -6.3367 -3.5358 0.0 0.0 0.0 0.441
H -0.5985 -5.3275 -4.2190 0.0 0.0 -0.1 0.448
H -0.6353 -3.2644 -5.6208 0.0 -0.1 0.0 0.549
N 4.9431 1.5972 -5.9640 0.0 0.2 0.4 -0.514
C 5.5115 1.0915 -4.8629 -0.1 0.0 -0.4 -0.181
C 5.7098 1.8107 -3.6956 0.0 0.0 0.0 -0.479
C 5.3005 3.1338 -3.6622 0.0 0.1 0.1 -0.210
C 4.7115 3.6821 -4.7894 0.0 0.0 0.0 -0.417
C 4.5550 2.8774 -5.9065 0.0 -0.4 -0.2 -0.185
H 5.8196 0.0537 -4.9355 0.0 0.0 0.1 0.438
H 6.1739 1.3469 -2.8354 0.0 0.0 0.0 0.379
H 5.4394 3.7304 -2.7690 0.0 0.0 0.0 0.398
H 4.3803 4.7117 -4.8021 0.0 0.0 0.0 0.383
H 4.0964 3.2628 -6.8104 0.0 0.1 0.0 0.401
N 1.5698 3.3748 4.4339 0.5 -0.2 0.0 0.189
C 1.9117 2.6905 5.5297 -0.3 0.1 -0.2 -0.630
C 3.1495 2.0958 5.7135 0.1 0.0 -0.1 -0.667
C 4.0894 2.2115 4.7015 0.1 0.0 0.0 -0.200
C 3.7574 2.9147 3.5536 0.0 -0.1 0.0 -0.882
C 2.4929 3.4749 3.4712 -0.3 0.1 0.1 -0.143
H 1.1426 2.6252 6.2918 0.0 0.0 0.0 0.584
H 3.3718 1.5570 6.6247 0.0 0.0 0.0 0.430
H 5.0686 1.7605 4.8062 0.0 0.0 0.0 0.442
H 4.4639 3.0270 2.7422 0.0 0.0 0.0 0.475
H 2.1888 4.0375 2.5945 0.1 0.0 0.0 0.433
N 4.2471 6.2555 8.7888 -0.4 -0.1 0.0 -0.552
C 3.4678 6.4517 9.8570 0.3 0.0 -0.2 -0.265
C 2.1140 6.1570 9.8897 0.0 0.0 -0.1 -0.323
C 1.5295 5.6313 8.7486 -0.1 0.0 0.0 -0.432
C 2.3171 5.4208 7.6278 -0.1 0.0 0.1 -0.136
C 3.6618 5.7464 7.7008 0.3 0.1 0.2 -0.336
H 3.9686 6.8673 10.7241 -0.1 0.0 0.0 0.351
H 1.5332 6.3350 10.7848 0.0 0.0 0.0 0.366
H 0.4736 5.3885 8.7327 0.0 0.0 0.0 0.407
H 1.8979 5.0139 6.7184 0.0 0.1 0.0 0.491
H 4.3182 5.5961 6.8502 -0.1 0.0 -0.1 0.400
```
Forces are in eV/Å.

Energy in hartree: -3976.62042
Net charge: +1
HOMO level in eV: -10.743
F_max in eV/Å: 3.246